Below is a cluster of 7 separate species, C53H125F6N5O3P3 in total in a non-equilibrium geometry, with properties calculated with ωB97M-V/def2-TZVPD.

Calculated values
Maximum force = 0.043 Eh/bohr
Frontier orbital gap = 9.938 eV
E_HOMO = -18.71 eV
Energy = -114717.0612 eV
2S+1 = 1
Charge = +5
LUMO = -8.771 eV

Last columns: bonded neighbours and bond lengths (Å).
Geometry (Å):
1 P 21.188 -10.438 0.638  F4 1.624, F5 1.593, F6 1.634, F7 1.629, F8 1.644, F9 1.606
2 P 14.764 -14.108 -3.885  C18 1.814, C51 1.800, C55 1.808, C61 1.805
3 P 30.774 -11.105 0.656  C28 1.812, C38 1.798, C39 1.816, C59 1.793
4 F 20.760 -8.871 0.619  P1 1.624
5 F 21.686 -10.321 -0.871  P1 1.593
6 F 20.739 -10.490 2.208  P1 1.634
7 F 21.646 -12.000 0.713  P1 1.629
8 F 22.670 -10.029 1.222  P1 1.644
9 F 19.711 -10.872 0.182  P1 1.606
10 O 17.138 -6.664 -4.212  C64 1.403, H123 0.964
11 O 23.820 -14.755 -2.029  C27 1.415, H187 0.962
12 O 25.963 -8.062 -0.906  C53 1.429, H158 0.962
13 N 21.203 -15.271 4.732  C32 1.318, C36 1.381, C48 1.474
14 N 24.217 -5.897 0.510  C40 1.493, C50 1.503, C57 1.497, C63 1.518
15 N 17.960 -7.142 -1.498  C24 1.490, C33 1.518, C34 1.501, C65 1.499
16 N 22.125 -13.425 4.124  C31 1.478, C32 1.325, C37 1.377
17 N 20.934 -15.446 -0.929  C21 1.487, C46 1.507, C56 1.517, C60 1.488
18 C 16.254 -13.691 -2.938  P2 1.814, C47 1.540, H83 1.094, H134 1.097
19 C 14.811 -17.247 -7.702  C45 1.526, H101 1.096, H170 1.084, H189 1.095
20 C 22.689 -11.186 5.068  C31 1.529, H152 1.090, H161 1.090, H184 1.087
21 C 20.097 -16.231 0.016  N17 1.487, H82 1.088, H172 1.084, H190 1.092
22 C 26.910 -9.988 1.757  C41 1.526, C62 1.537, H91 1.093, H180 1.099
23 C 31.360 -9.338 -3.737  C58 1.523, H72 1.093, H73 1.095, H87 1.090
24 C 19.157 -7.725 -2.167  N15 1.490, H80 1.089, H86 1.083, H177 1.087
25 C 18.051 -11.886 -3.111  C29 1.528, C47 1.528, H108 1.097, H122 1.093
26 C 14.591 -9.392 -6.266  C30 1.516, H89 1.093, H151 1.095, H178 1.089
27 C 23.125 -14.148 -0.957  O11 1.415, C56 1.501, H85 1.095, H171 1.093
28 C 29.079 -10.468 0.571  P3 1.812, C41 1.528, H166 1.095, H169 1.095
29 C 19.280 -11.400 -3.878  C25 1.528, H106 1.094, H159 1.096, H185 1.088
30 C 13.779 -10.344 -5.411  C26 1.516, C43 1.524, H139 1.096, H192 1.093
31 C 23.097 -12.312 4.117  N16 1.478, C20 1.529, H117 1.089, H155 1.091
32 C 22.260 -14.499 4.888  N13 1.318, N16 1.325, H133 1.078
33 C 16.669 -7.733 -2.036  N15 1.518, C64 1.523, H93 1.093, H94 1.087
34 C 18.015 -7.469 -0.035  N15 1.501, H112 1.087, H129 1.086, H149 1.089
35 C 28.679 -15.828 -0.468  C44 1.535, H78 1.096, H157 1.086, H162 1.099
36 C 20.322 -14.630 3.884  N13 1.381, C37 1.349, H183 1.076
37 C 20.891 -13.466 3.512  N16 1.377, C36 1.349, H135 1.076
38 C 30.695 -12.886 0.886  P3 1.798, C42 1.530, H76 1.096, H104 1.091
39 C 31.506 -10.265 2.090  P3 1.816, C68 1.526, H71 1.096, H103 1.093
40 C 23.367 -6.526 1.564  N14 1.493, H75 1.084, H79 1.088, H88 1.087
41 C 28.134 -10.898 1.693  C22 1.526, C28 1.528, H165 1.091, H194 1.094
42 C 29.907 -13.645 -0.182  C38 1.530, C44 1.530, H131 1.090, H147 1.102
43 C 14.631 -11.498 -4.897  C30 1.524, C55 1.536, H154 1.094, H174 1.098
44 C 29.941 -15.151 0.084  C35 1.535, C42 1.530, H125 1.089, H181 1.090
45 C 14.242 -15.831 -7.674  C19 1.526, C67 1.539, H81 1.090, H96 1.091
46 C 21.157 -16.324 -2.133  N17 1.507, H95 1.088, H110 1.084, H142 1.090
47 C 17.418 -13.114 -3.766  C18 1.540, C25 1.528, H148 1.090, H167 1.093
48 C 21.002 -16.542 5.451  N13 1.474, H111 1.088, H120 1.087, H137 1.083
49 C 34.791 -10.800 0.812  C52 1.529, H127 1.091, H136 1.090, H150 1.085
50 C 25.642 -5.977 0.983  N14 1.503, H128 1.082, H160 1.089, H179 1.085
51 C 13.751 -15.289 -2.981  P2 1.800, C66 1.531, H105 1.092, H118 1.094
52 C 34.122 -10.007 1.935  C49 1.529, C68 1.541, H98 1.091, H182 1.092
53 C 24.534 -8.037 -0.883  O12 1.429, C63 1.510, H77 1.093, H92 1.094
54 C 31.904 -9.337 -1.228  C58 1.526, C59 1.531, H84 1.099, H168 1.088
55 C 13.836 -12.579 -4.150  P2 1.808, C43 1.536, H121 1.091, H126 1.097
56 C 22.254 -15.143 -0.246  N17 1.517, C27 1.501, H132 1.091, H146 1.090
57 C 23.879 -4.446 0.368  N14 1.497, H164 1.084, H176 1.092, H193 1.085
58 C 32.420 -9.179 -2.655  C23 1.523, C54 1.526, H119 1.095, H141 1.092
59 C 31.543 -10.796 -0.935  P3 1.793, C54 1.531, H143 1.092, H153 1.095
60 C 20.224 -14.201 -1.330  N17 1.488, H107 1.087, H175 1.090, H191 1.085
61 C 15.128 -14.814 -5.506  P2 1.805, C67 1.523, H74 1.098, H109 1.096
62 C 25.913 -10.341 2.872  C22 1.537, H100 1.089, H115 1.093, H140 1.094
63 C 24.040 -6.612 -0.817  N14 1.518, C53 1.510, H130 1.092, H144 1.089
64 C 16.598 -7.781 -3.556  O10 1.403, C33 1.523, H102 1.092, H156 1.097
65 C 17.953 -5.645 -1.583  N15 1.499, H116 1.087, H138 1.082, H145 1.089
66 C 13.561 -14.904 -1.512  C51 1.531, C69 1.540, H97 1.095, H188 1.097
67 C 13.913 -15.354 -6.248  C45 1.539, C61 1.523, H99 1.094, H113 1.094
68 C 32.891 -10.656 2.596  C39 1.526, C52 1.541, H90 1.094, H173 1.092
69 C 12.383 -15.623 -0.828  C66 1.540, C70 1.533, H124 1.092, H186 1.088
70 C 12.587 -17.141 -0.771  C69 1.533, H114 1.091, H163 1.088, H195 1.094
71 H 31.484 -9.212 1.786  C39 1.096
72 H 30.810 -10.280 -3.669  C23 1.093
73 H 30.641 -8.512 -3.722  C23 1.095
74 H 15.912 -15.573 -5.383  C61 1.098
75 H 23.728 -7.524 1.785  C40 1.084
76 H 31.721 -13.267 0.842  C38 1.096
77 H 24.158 -8.483 -1.807  C53 1.093
78 H 27.857 -15.784 0.255  C35 1.096
79 H 22.341 -6.551 1.204  C40 1.088
80 H 19.118 -7.398 -3.206  C24 1.089
81 H 13.285 -15.833 -8.195  C45 1.090
82 H 19.042 -16.127 -0.229  C21 1.088
83 H 15.889 -13.083 -2.105  C18 1.094
84 H 30.986 -8.736 -1.163  C54 1.099
85 H 23.797 -13.709 -0.212  C27 1.095
86 H 20.041 -7.351 -1.665  C24 1.083
87 H 31.790 -9.276 -4.737  C23 1.090
88 H 23.424 -5.919 2.464  C40 1.087
89 H 15.499 -8.977 -5.820  C26 1.093
90 H 32.986 -11.744 2.662  C68 1.094
91 H 27.220 -8.942 1.819  C22 1.093
92 H 24.109 -8.609 -0.052  C53 1.094
93 H 16.681 -8.756 -1.653  C33 1.093
94 H 15.861 -7.191 -1.552  C33 1.087
95 H 21.655 -17.230 -1.797  C46 1.088
96 H 14.930 -15.123 -8.139  C45 1.091
97 H 14.473 -15.157 -0.960  C66 1.095
98 H 34.845 -9.935 2.749  C52 1.091
99 H 13.133 -14.590 -6.309  C67 1.094
100 H 26.425 -10.302 3.832  C62 1.089
101 H 14.115 -17.927 -7.196  C19 1.096
102 H 17.097 -8.673 -3.940  C64 1.092
103 H 30.733 -10.435 2.843  C39 1.093
104 H 30.277 -13.109 1.869  C38 1.091
105 H 14.213 -16.274 -3.073  C51 1.092
106 H 20.106 -12.116 -3.825  C29 1.094
107 H 20.252 -13.541 -0.467  C60 1.087
108 H 18.391 -12.047 -2.081  C25 1.097
109 H 15.666 -14.039 -6.064  C61 1.096
110 H 20.218 -16.521 -2.636  C46 1.084
111 H 21.896 -17.150 5.331  C48 1.088
112 H 18.931 -7.018 0.340  C34 1.087
113 H 13.479 -16.190 -5.692  C67 1.094
114 H 11.868 -17.565 -0.068  C70 1.091
115 H 25.442 -11.293 2.613  C62 1.093
116 H 16.933 -5.316 -1.764  C65 1.087
117 H 24.079 -12.749 4.290  C31 1.089
118 H 12.789 -15.335 -3.501  C51 1.094
119 H 33.238 -9.885 -2.834  C58 1.095
120 H 20.875 -16.333 6.510  C48 1.087
121 H 13.386 -12.264 -3.207  C55 1.091
122 H 17.297 -11.094 -3.096  C25 1.093
123 H 16.570 -5.891 -4.116  O10 0.964
124 H 12.418 -15.250 0.197  C69 1.092
125 H 29.974 -15.333 1.158  C44 1.089
126 H 13.015 -12.858 -4.824  C55 1.097
127 H 34.819 -11.863 1.058  C49 1.091
128 H 25.850 -6.996 1.280  C50 1.082
129 H 18.029 -8.525 0.213  C34 1.086
130 H 22.953 -6.607 -0.926  C63 1.092
131 H 30.154 -13.420 -1.220  C42 1.090
132 H 22.718 -16.119 -0.096  C56 1.091
133 H 23.073 -14.677 5.574  C32 1.078
134 H 16.597 -14.611 -2.450  C18 1.097
135 H 20.517 -12.674 2.887  C37 1.076
136 H 34.188 -10.758 -0.095  C49 1.090
137 H 20.152 -17.064 5.031  C48 1.083
138 H 18.386 -5.167 -0.714  C65 1.082
139 H 13.030 -10.811 -6.061  C30 1.096
140 H 25.049 -9.670 2.896  C62 1.094
141 H 32.868 -8.190 -2.762  C58 1.092
142 H 21.889 -15.836 -2.777  C46 1.090
143 H 30.904 -11.224 -1.711  C59 1.092
144 H 24.474 -5.970 -1.582  C63 1.089
145 H 18.467 -5.341 -2.493  C65 1.089
146 H 22.001 -14.752 0.739  C56 1.090
147 H 28.846 -13.352 -0.110  C42 1.102
148 H 18.133 -13.894 -4.027  C47 1.090
149 H 17.182 -6.965 0.454  C34 1.089
150 H 35.772 -10.390 0.598  C49 1.085
151 H 14.928 -9.962 -7.138  C26 1.095
152 H 22.148 -11.585 5.925  C20 1.090
153 H 32.447 -11.412 -0.969  C59 1.095
154 H 15.117 -11.951 -5.765  C43 1.094
155 H 23.126 -11.923 3.098  C31 1.091
156 H 15.550 -7.933 -3.843  C64 1.097
157 H 28.773 -16.855 -0.808  C35 1.086
158 H 26.218 -8.899 -1.303  O12 0.962
159 H 19.069 -11.330 -4.952  C29 1.096
160 H 25.748 -5.326 1.849  C50 1.089
161 H 22.014 -10.508 4.545  C20 1.090
162 H 28.294 -15.261 -1.326  C35 1.099
163 H 12.450 -17.641 -1.728  C70 1.088
164 H 23.706 -4.037 1.357  C57 1.084
165 H 27.812 -11.933 1.569  C41 1.091
166 H 28.597 -10.759 -0.368  C28 1.095
167 H 17.050 -12.740 -4.725  C47 1.093
168 H 32.630 -8.947 -0.518  C54 1.088
169 H 29.172 -9.378 0.531  C28 1.095
170 H 14.951 -17.607 -8.715  C19 1.084
171 H 22.539 -13.308 -1.338  C27 1.093
172 H 20.383 -17.277 0.035  C21 1.084
173 H 32.910 -10.348 3.644  C68 1.092
174 H 15.428 -11.100 -4.255  C43 1.098
175 H 19.188 -14.431 -1.583  C60 1.090
176 H 22.937 -4.361 -0.177  C57 1.092
177 H 19.098 -8.809 -2.198  C24 1.087
178 H 14.059 -8.531 -6.669  C26 1.089
179 H 26.279 -5.623 0.179  C50 1.085
180 H 26.321 -10.044 0.831  C22 1.099
181 H 30.802 -15.601 -0.409  C44 1.090
182 H 33.893 -8.987 1.617  C52 1.092
183 H 19.415 -15.155 3.638  C36 1.076
184 H 23.537 -10.598 5.410  C20 1.087
185 H 19.672 -10.430 -3.580  C29 1.088
186 H 11.421 -15.380 -1.276  C69 1.088
187 H 24.512 -14.169 -2.350  O11 0.962
188 H 13.395 -13.833 -1.342  C66 1.097
189 H 15.704 -17.339 -7.076  C19 1.095
190 H 20.181 -15.819 1.023  C21 1.092
191 H 20.642 -13.815 -2.253  C60 1.085
192 H 13.213 -9.867 -4.607  C30 1.093
193 H 24.656 -3.970 -0.221  C57 1.085
194 H 28.646 -10.807 2.656  C41 1.094
195 H 13.559 -17.386 -0.334  C70 1.094